1.
C27H43N2O7S | the ωB97M-V functional and the def2-TZVPD basis

- 2S+1: 2
- Lowest unoccupied orbital energy (spin up / spin down): -0.50 / -0.50 eV
- Charge: 0

The geometry in XYZ format:
```
80
Properties=species:S:1:pos:R:3:forces:R:3
C 5.864878 -3.456004 2.179632 0.0645 0.6775 0.6974
C 4.582803 -2.724183 1.394359 2.0751 0.6302 2.2668
C 4.866170 -1.091660 1.551797 0.4971 -0.2613 0.3194
C 3.236005 -3.216881 2.171929 0.2681 -0.7062 0.4471
C 2.476718 -4.524193 1.469029 -0.9046 2.0499 0.1406
C 0.897083 -4.416991 2.009307 -0.2431 0.4489 0.5349
C 0.055204 -3.190917 1.320148 -0.9195 -0.0044 -0.7954
C -1.373518 -2.835008 2.069439 -0.1092 0.5590 0.0624
C -1.984806 -1.352342 1.607578 -1.9070 3.5854 -0.7227
C -1.310225 -0.373552 0.478463 -1.8823 0.6646 1.1690
C -1.844071 1.109508 0.021988 -2.1059 -2.4473 3.3295
C -3.192221 1.689951 0.754179 2.2938 -4.1449 0.4845
C -3.936769 0.718138 1.867020 2.7560 -1.0878 -1.4028
C -3.382993 -0.777579 2.323145 2.1386 2.7824 -3.2753
N 3.202001 -5.748250 2.061773 -4.8730 -6.2764 -3.1034
C 2.613065 -6.915840 1.648650 2.5740 2.7409 -0.6323
S 2.142152 -8.357321 0.824159 1.3698 4.4669 2.9063
C 2.559336 -4.471212 -0.183859 -0.2861 -0.2382 -0.8756
C 3.352281 -3.161852 -0.768170 -0.4914 -0.9223 -2.4380
C 2.485722 -1.773497 -0.806196 0.8821 0.9689 0.2836
C 3.702717 -3.519041 -2.364701 -1.6587 0.1059 0.0711
N 4.682474 -3.082938 -0.063900 -0.1878 -2.3202 0.8212
O 5.478746 -4.137612 -0.304891 -1.7696 2.4427 0.0749
H 6.900487 -3.094170 1.723517 -2.3294 -1.0737 0.7729
H 5.758784 -4.619713 2.243793 0.2656 2.2999 -0.4486
H 5.867825 -3.067654 3.305845 -0.2092 -0.6441 -2.3746
H 4.223807 -0.622949 2.424860 1.0932 -0.8968 -1.9763
H 4.715716 -0.561564 0.517403 0.0932 -0.8811 2.1519
H 6.000694 -0.932370 1.875306 -2.4402 -0.3881 -0.8298
H 2.514552 -2.321921 2.389501 1.1930 -1.7709 -0.7422
H 3.586864 -3.616149 3.240898 -0.7936 0.9259 -2.3576
H 0.932066 -4.223489 3.186827 0.0297 -0.4924 -2.5060
H 0.285464 -5.398777 1.836030 1.3574 1.6361 0.2309
H 0.657442 -2.189775 1.258058 -1.0051 -2.0748 0.2326
H -0.242507 -3.502726 0.206719 0.8156 0.7603 2.3455
H -1.186918 -2.823776 3.229172 -0.4204 0.1915 -2.1800
H -2.218647 -3.644376 1.881538 1.8823 1.6417 0.2183
H -0.328332 -0.770428 -0.072033 -2.4262 0.9429 1.3496
H -1.209155 1.703389 -0.794680 -1.7189 -1.4259 2.0226
H -3.556084 2.762246 0.449616 0.4916 -2.4377 0.8995
H -4.919670 1.136601 2.357161 2.2064 -0.9820 -1.0326
H -3.977263 -1.398898 3.125707 1.3769 1.4109 -1.8175
H 1.483345 -4.475728 -0.701012 2.2346 0.0288 1.4063
H 3.110757 -5.422334 -0.649525 -1.0562 2.0671 1.4233
H 2.378147 -1.277758 0.271481 0.0311 -1.1975 -2.3143
H 3.093076 -0.973509 -1.447936 -1.2280 -1.7772 1.3118
H 1.432972 -1.882700 -1.334907 2.2328 -0.1102 1.2640
H 4.096429 -4.614856 -2.487146 -0.4503 2.3833 0.2979
H 2.647327 -3.477268 -2.917317 2.2150 -0.0867 1.0704
H 4.370160 -2.696710 -2.866582 -1.0774 -1.7522 1.1607
C 2.599630 4.310519 -5.452534 0.2704 -0.0826 0.2084
C 1.160004 4.135001 -5.002453 0.2093 0.5520 -0.4204
O 1.016988 2.947050 -4.213922 0.0235 -0.1144 1.1590
C 1.413006 3.049501 -2.921158 0.4003 0.5858 -0.0253
O 1.861561 4.051219 -2.383569 -0.7317 -1.4988 -0.7287
O 1.249726 1.838611 -2.332728 -0.0869 0.8301 -0.5538
C 1.708302 1.784924 -0.983923 0.1577 -0.0580 0.5766
H 2.958675 3.407630 -5.956974 -0.1591 0.1352 -0.0580
H 2.691735 5.159923 -6.134824 -0.0531 -0.1005 0.0564
H 3.262569 4.481528 -4.598521 -0.1750 0.0765 -0.0897
H 0.517348 4.012655 -5.880752 0.0120 -0.2781 0.3071
H 0.796222 5.013429 -4.456913 0.1466 -0.2626 0.0880
H 1.268833 2.586057 -0.380897 0.1934 -0.0611 -0.1842
H 2.801074 1.838657 -0.960926 -0.1604 0.1491 0.0571
H 1.399279 0.826230 -0.558030 -0.0494 0.1530 -0.3397
C -6.632000 7.401067 1.248928 0.1950 -0.0887 -0.2722
C -7.578861 6.424031 1.923285 0.3620 0.4914 0.3627
O -8.204733 5.574186 0.954002 0.3530 -1.0587 -0.3275
C -7.450543 4.540326 0.505788 0.4536 0.1356 0.0473
O -6.311543 4.274301 0.860121 -1.5821 0.2889 -0.4521
O -8.169989 3.865837 -0.425140 0.4132 0.6060 0.8752
C -7.458262 2.795353 -1.041545 0.2260 -0.4841 -0.2730
H -7.147241 7.951923 0.455414 -0.0367 -0.0019 0.2132
H -6.229683 8.114033 1.973711 -0.0826 -0.0779 -0.0541
H -5.793360 6.877926 0.778738 -0.0970 0.0208 0.1849
H -8.379487 6.980129 2.422424 -0.0738 -0.2938 -0.2803
H -7.069684 5.832070 2.692640 -0.0451 -0.0376 -0.3043
H -7.032840 2.116942 -0.294978 0.0347 0.2480 -0.1246
H -6.674093 3.196318 -1.691062 -0.0057 -0.1142 0.2108
H -8.162727 2.229262 -1.657374 -0.0562 0.3285 0.1997
```
Forces are in eV/Å.

=====

2.
C27H43N2O9PS2 | the ωB97M-V functional and the def2-TZVPD basis

- 2S+1: 1
- Lowest unoccupied orbital energy: 0.51 eV
- Charge: 0
- SMILES: CC(C)=CCC[C@H](C)CCO[P@@](=O)(OCCCCSc1nnco1)OCCCc1ccccc1.O=S1(=O)OCCO1

The geometry in XYZ format:
```
84
Properties=species:S:1:pos:R:3:forces:R:3
C -2.690258 -3.420533 -7.115618 0.2967 0.1044 -0.1117
C -1.845020 -3.063394 -5.927987 0.2060 0.1587 0.1840
C -2.253264 -1.846965 -5.134756 -0.3850 -0.3214 -0.1345
C -0.784953 -3.788265 -5.581286 -0.2185 0.0636 -0.1140
C -0.116062 -3.738570 -4.240556 0.0839 0.1150 -0.5395
C 1.298906 -3.169813 -4.323048 -0.1153 -0.1248 0.6130
C 2.108036 -3.118186 -2.993541 0.2495 -0.0996 -0.2102
C 1.375588 -3.664135 -1.779325 -0.3575 0.0322 0.1396
C 2.700990 -1.716830 -2.776044 -0.2559 -0.3385 0.2079
C 1.628528 -0.646836 -2.548954 0.4088 -0.1934 -0.8825
O 2.005220 0.330139 -1.559660 0.1625 -0.5154 0.3980
P 1.000266 0.639861 -0.380345 -1.0874 1.0800 -0.1245
O -0.410548 0.403632 -0.699192 0.0191 -0.4697 -0.0803
O 1.467713 -0.080229 0.961025 0.6021 -0.0479 -0.6666
C 2.021247 -1.400655 0.897200 0.2757 -0.3363 1.1323
C 3.131757 -1.488121 1.930361 -0.0401 0.8773 -0.1936
C 2.648009 -1.147552 3.341706 0.2077 -0.3999 0.3073
C 2.741047 -2.299607 4.351553 -0.2369 0.3750 -0.4315
S 4.373998 -3.097865 4.434244 0.1318 -0.0289 0.0760
C 3.978907 -4.686340 3.848092 0.0797 -0.1038 0.5493
N 4.233532 -5.809817 4.435031 -0.1440 0.2849 -0.3298
N 3.748464 -6.800008 3.583891 0.0160 0.1771 -0.1937
C 3.237801 -6.189144 2.574885 0.2740 -0.5003 0.6283
O 3.343418 -4.843761 2.658565 -0.1253 -0.1784 -0.2825
O 1.324658 2.165650 -0.095807 0.5201 -0.3649 0.4259
C 0.975018 2.597810 1.244135 -0.2476 0.4090 -0.3215
C 0.730127 4.080769 1.239588 -0.4631 0.6428 -0.1027
C 0.344631 4.611696 2.626284 0.7695 -0.4234 0.5439
C -0.626696 3.747101 3.386488 -0.7699 -0.2343 -0.0692
C -0.372063 3.268316 4.670667 -0.3563 -0.1406 -0.1880
C -1.294499 2.440105 5.316858 -0.1364 -0.0179 -0.3416
C -2.482031 2.067459 4.690466 0.3154 0.4224 -0.3826
C -2.759566 2.549630 3.405366 0.6623 -0.0202 0.5672
C -1.834473 3.374550 2.774806 -0.0892 -0.0857 0.2232
H -2.594790 -4.479386 -7.327908 -0.0343 -0.1386 -0.1536
H -2.411603 -2.865102 -8.011394 -0.0510 0.1409 -0.0682
H -3.733879 -3.205400 -6.900898 -0.1581 0.0072 -0.0191
H -2.898130 -2.107298 -4.294938 -0.0268 0.0380 0.1416
H -1.388464 -1.306614 -4.768633 0.0742 0.1128 0.1705
H -2.831520 -1.183084 -5.773249 -0.0128 0.1574 -0.0417
H -0.394398 -4.487193 -6.312469 -0.1222 -0.4635 0.1515
H -0.757181 -3.193443 -3.552645 0.0933 0.1396 0.1730
H -0.090490 -4.770662 -3.894285 0.1037 -0.1056 0.2061
H 1.238920 -2.165150 -4.738367 -0.0069 0.0556 -0.2027
H 1.844077 -3.792264 -5.028333 0.1319 0.1058 -0.2435
H 2.972355 -3.769777 -3.126053 0.1069 -0.0796 -0.0595
H 0.985221 -4.659558 -1.968936 0.0400 -0.1711 -0.0530
H 0.514122 -3.063193 -1.490942 -0.0604 0.1409 0.0432
H 2.022192 -3.737880 -0.907538 0.1975 0.0433 0.0257
H 3.389569 -1.764423 -1.935122 0.1190 0.1764 0.1094
H 3.278620 -1.491646 -3.669383 0.2219 0.2365 0.0376
H 1.509554 -0.099870 -3.478927 -0.2179 0.2034 -0.0306
H 0.680027 -1.124661 -2.329819 -0.2126 0.2430 0.3573
H 2.447511 -1.622600 -0.071446 -0.2574 0.0068 -0.3000
H 1.235845 -2.101284 1.177744 -0.1908 -0.1432 -0.3673
H 3.869998 -0.741614 1.638363 0.1799 -0.0117 -0.0641
H 3.641854 -2.444370 1.871322 -0.1209 -0.2238 0.0333
H 3.191456 -0.293326 3.736434 0.1303 0.0930 0.0031
H 1.602610 -0.844264 3.323286 -0.1264 0.0971 -0.0598
H 1.993936 -3.043481 4.096082 0.0191 -0.2737 0.1044
H 2.515094 -1.917203 5.341705 -0.0102 -0.1114 0.1794
H 2.762988 -6.681053 1.749697 -0.1604 0.2958 -0.3052
H 1.767145 2.336902 1.941760 0.1110 -0.1965 0.0174
H 0.046773 2.107516 1.521191 0.0091 -0.2359 0.2373
H -0.067280 4.321681 0.537439 -0.0923 -0.1510 -0.1401
H 1.598984 4.641471 0.901431 0.2071 -0.1170 -0.0983
H -0.009412 5.636030 2.564003 -0.1831 0.1018 -0.1757
H 1.263304 4.649808 3.217732 0.0427 0.0932 0.1153
H 0.551025 3.524611 5.171776 0.0976 0.0658 0.0208
H -1.073112 2.063528 6.304107 0.0332 -0.0012 0.1238
H -3.186151 1.409738 5.174625 -0.0397 -0.0681 0.1542
H -3.672125 2.248429 2.917220 -0.1075 0.0704 -0.1742
H -2.042778 3.735906 1.779346 -0.0201 0.0233 -0.1163
O -2.335946 6.071374 1.077490 0.1597 -0.0288 0.1236
S -3.565864 6.606939 1.537794 -0.2423 0.0110 -0.2067
O -3.654532 7.346075 2.741026 0.1644 0.0879 0.0573
O -4.652670 5.431918 1.551110 0.1718 0.0044 -0.2202
C -5.772931 5.780434 0.726901 -0.2943 0.2156 0.0794
C -5.188544 6.683140 -0.340161 0.1109 -0.2780 -0.2616
O -4.219664 7.474145 0.361434 -0.2338 -0.0144 0.2411
H -6.504985 6.306982 1.342115 0.0017 0.0077 -0.0232
H -6.221504 4.880520 0.315714 0.1542 -0.1143 0.0786
H -5.930553 7.329462 -0.799538 0.0831 0.1713 0.1011
H -4.673102 6.109099 -1.112955 -0.0346 -0.0159 0.0032
```
Forces are in eV/Å.